# 1
The following is a DFT calculation (the ωB97M-V functional and the def2-TZVPD basis) of a cluster of 2 separate species, C3H6FO3S in total.

Structure (XYZ):
```
14
Properties=species:S:1:pos:R:3:nbo_charge:R:1
S 1.2202 0.7042 2.1129 1.686
F 3.0272 1.0920 2.3809 -0.668
O 0.7401 1.6878 1.0683 -1.021
O -1.8889 -1.5993 -0.1686 -0.567
O 0.5791 0.9648 3.3966 -0.978
C 0.4731 -1.2195 -0.8657 -0.721
C -1.0316 -0.8993 -0.6338 0.605
C -1.3744 0.4805 -0.9950 -0.749
H 0.9225 -2.0379 -0.4266 0.220
H -2.4549 0.5171 -1.2040 0.219
H -1.1211 1.2231 -0.1854 0.306
H 1.1205 -0.3671 -0.7579 0.249
H 0.4595 -1.4546 -1.8774 0.208
H -0.6714 0.9082 -1.8444 0.211
```

**Calculated total energy**: -841.74311 Eh
**M**: 141.1 g/mol
**Frontier orbital gap**: 0.31329 Ha
**Charge**: -1
**HOMO**: -4.948 eV


# 2
The following is a DFT calculation (the ωB97M-V functional and the def2-TZVPD basis) of a cluster of 2 separate species, C3H6FP in total.

Structure (XYZ):
```
11
Properties=species:S:1:pos:R:3:nbo_charge:R:1
P 2.4645 -2.2003 1.1243 0.735
F 1.1250 -2.7350 0.3245 -0.591
C -0.9549 -0.0330 0.7588 -0.303
C -1.2216 1.5327 -1.3717 -0.708
C -1.1217 0.5108 -0.3167 0.027
H 2.3781 -1.1294 0.1552 -0.058
H -0.8665 2.4058 -0.7820 0.261
H -2.2507 1.4532 -1.7562 0.249
H 1.9115 -1.3131 2.0215 -0.084
H -0.9938 -0.9843 1.1820 0.230
H -0.3586 1.1760 -2.1175 0.241
```

**Calculated total energy**: -559.00696 Eh
**M**: 92.1 g/mol
**Frontier orbital gap**: 0.38313 Ha
**HOMO**: -9.843 eV
**SMILES**: C#CC.FP


# 3
The following is a DFT calculation (the ωB97M-V functional and the def2-TZVPD basis) of a structure of composition C3H6HgO3.

Structure (XYZ):
```
13
Properties=species:S:1:pos:R:3:nbo_charge:R:1
Hg 0.9105 -1.1531 0.8675 1.197
O 0.4588 1.8291 -0.0767 -0.557
O -0.8778 -0.4920 0.1552 -0.466
O -0.4589 -2.0637 -0.0460 -0.624
C -0.9135 0.1693 -1.1052 -0.120
C 0.2964 1.0842 -1.2558 -0.099
C 0.9101 1.0691 1.0507 -0.482
H -1.0336 -0.4773 -1.9859 0.212
H 1.2179 0.5459 -1.5337 0.167
H 1.9321 1.4503 1.2494 0.171
H 0.3636 1.4281 1.9369 0.194
H -1.8318 0.7676 -1.0216 0.203
H 0.0903 1.7840 -2.0788 0.203
```

**Calculated total energy**: -496.75341 Eh
**M**: 290.7 g/mol
**Frontier orbital gap**: 0.30344 Ha
**HOMO**: -8.779 eV


# 4
The following is a DFT calculation (the ωB97M-V functional and the def2-TZVPD basis) of the molecule C3H6I2Si.

Structure (XYZ):
```
12
Properties=species:S:1:pos:R:3:nbo_charge:R:1
I 0.8841 0.8865 2.4735 -0.177
I -2.6339 1.3371 0.8851 -0.215
Si -0.3055 0.5311 0.4067 1.043
C 0.4353 1.7948 -1.1656 -1.007
C -0.2860 -1.3360 -0.0809 -0.674
C 0.0086 -2.2701 0.7941 -0.327
H -0.4515 -1.3730 -1.1710 0.239
H -0.0801 2.7028 -1.4039 0.236
H 1.5487 2.0509 -0.9495 0.237
H 0.0405 -3.3064 0.4683 0.199
H 0.3780 -2.1662 1.8640 0.221
H 0.4618 1.1485 -2.1208 0.226
```

**Calculated total energy**: -1002.82166 Eh
**M**: 324.0 g/mol
**Frontier orbital gap**: 0.35480 Ha
**HOMO**: -9.365 eV
**SMILES**: C=C[Si](C)(I)I


# 5
The following is a DFT calculation (the ωB97M-V functional and the def2-TZVPD basis) of a cluster of 2 separate species, C3H6IN in total.

Structure (XYZ):
```
11
Properties=species:S:1:pos:R:3:nbo_charge:R:1
I 4.7568 0.8254 -0.1129 -0.359
N 1.6648 -1.0703 -0.5087 -0.027
C -0.7135 -0.9624 -0.4255 -0.653
C 0.9918 -0.1268 1.4991 -0.633
C 0.6557 -0.7017 0.1060 0.161
H 1.7322 0.6658 1.4368 0.271
H -1.5702 -0.7906 0.3378 0.245
H 1.2852 -0.8406 2.2750 0.255
H 0.1269 0.4492 1.8233 0.225
H -0.8047 -2.0138 -0.5071 0.253
H -0.7690 -0.3700 -1.3271 0.260
```

**Calculated total energy**: -470.19635 Eh
**M**: 183.0 g/mol
**Frontier orbital gap (alpha / beta)**: 0.16549 / 0.16556 Ha
**HOMO (alpha / beta)**: -8.092 / -8.101 eV


# 6
The following is a DFT calculation (the ωB97M-V functional and the def2-TZVPD basis) of a structure of composition C3H6IN2.

Structure (XYZ):
```
12
Properties=species:S:1:pos:R:3:nbo_charge:R:1
I -3.2873 0.0218 0.0079 -0.215
N -0.2517 -0.4479 -1.4165 -0.755
N -0.1990 -0.7194 0.9479 -0.718
C -0.1430 1.5026 -0.0694 -0.221
C -0.5126 0.1515 -0.2226 0.354
C 0.1775 2.6621 -0.0263 0.036
H 0.7621 -1.0912 0.8619 0.450
H 0.4800 3.6704 0.0280 0.266
H -0.6487 -1.3661 -1.5742 0.417
H -0.2710 -0.1642 1.8132 0.473
H -0.3331 0.1545 -2.2245 0.437
H -0.8679 -1.5041 1.0068 0.475
```

**Calculated total energy**: -524.75731 Eh
**M**: 197.0 g/mol
**Frontier orbital gap (alpha / beta)**: 0.25776 / 0.25723 Ha
**Charge**: +1
**HOMO (alpha / beta)**: -12.985 / -12.979 eV


# 7
The following is a DFT calculation (the ωB97M-V functional and the def2-TZVPD basis) of a structure of composition C3H6IN3.

Structure (XYZ):
```
13
Properties=species:S:1:pos:R:3:nbo_charge:R:1
I -3.3310 0.5555 -0.0692 0.241
N -1.5332 0.1068 0.7494 -0.633
N 0.5528 -0.8477 -0.9882 -0.020
N -0.1043 -1.6184 -0.3533 -0.098
C 1.2320 1.2299 -0.0285 -0.707
C -1.1004 -1.1213 0.6862 -0.171
C 1.1693 0.2384 -1.1101 -0.004
H 1.6138 0.3733 -2.0433 0.204
H 1.8626 0.6454 0.6645 0.228
H 1.4625 2.1982 -0.3501 0.239
H -0.3011 -1.1301 1.4747 0.253
H -1.7539 -1.8857 0.7917 0.180
H 0.2308 1.2554 0.5763 0.287
```

**Calculated total energy**: -579.64940 Eh
**M**: 211.0 g/mol
**Frontier orbital gap (alpha / beta)**: 0.27170 / 0.23547 Ha
**HOMO (alpha / beta)**: -8.267 / -7.839 eV


# 8
The following is a DFT calculation (the ωB97M-V functional and the def2-TZVPD basis) of a cluster of 2 separate species, C3H6INO3 in total.

Structure (XYZ):
```
14
Properties=species:S:1:pos:R:3:nbo_charge:R:1
I -3.0309 0.0891 0.0766 0.201
O 0.6720 -1.7247 -0.7954 -0.562
O -1.1199 -2.2523 0.4555 -0.468
O 1.3950 -0.3318 1.8526 -0.538
N -0.6082 -1.4028 -0.2311 0.312
C -1.0173 -0.1914 -0.4635 -0.005
C 0.2373 -0.0773 2.0384 0.235
C -0.3134 0.7860 -1.3998 -0.667
H -0.1439 0.3330 -2.3625 0.240
H -0.7709 1.6974 -1.5164 0.234
H 1.1620 -2.2205 -0.1853 0.493
H 0.7330 0.8683 -0.9635 0.247
H -0.4654 -0.9440 2.2508 0.155
H 0.0049 1.0454 2.1802 0.123
```

**Calculated total energy**: -695.90839 Eh
**M**: 231.0 g/mol
**Frontier orbital gap**: 0.33534 Ha
**HOMO**: -9.055 eV
**SMILES**: C/C(I)=[N+](/[O-])O.C=O


# 9
The following is a DFT calculation (the ωB97M-V functional and the def2-TZVPD basis) of a cluster of 2 separate species, C3H6IO3 in total.

Structure (XYZ):
```
13
Properties=species:S:1:pos:R:3:nbo_charge:R:1
I 1.3595 -3.7191 1.6995 -0.976
O 0.3201 0.3532 0.2545 -0.543
O -1.1540 -0.0025 -1.3690 -0.509
O 0.3239 -1.5633 -0.8650 -0.574
C -0.1345 -0.4875 -0.6642 0.972
C 1.4129 -0.0930 1.0487 -0.278
C -1.6769 1.2713 -1.0570 -0.258
H -2.2054 1.6939 -1.9068 0.181
H 2.2453 -0.3982 0.4160 0.195
H -2.3809 1.1715 -0.2233 0.176
H 1.1645 -0.9641 1.6564 0.251
H -0.9588 2.0085 -0.6963 0.194
H 1.6846 0.7293 1.7066 0.168
```

**Calculated total energy**: -641.40330 Eh
**M**: 217.0 g/mol
**Frontier orbital gap**: 0.22471 Ha
**Charge**: -1
**HOMO**: -3.081 eV


# 10
The following is a DFT calculation (the ωB97M-V functional and the def2-TZVPD basis) of a structure of composition C3H6MnO3.

Structure (XYZ):
```
13
Properties=species:S:1:pos:R:3:nbo_charge:R:1
Mn -0.1081 1.3380 0.2164 1.569
O 1.3557 2.1714 0.8176 -1.179
O -1.1411 -0.3150 0.1370 -0.637
O 2.1175 -1.1557 -0.0694 -0.339
C 1.0255 -0.9756 -0.4484 0.409
C -2.5498 -0.5886 0.1079 -0.259
C -0.3106 -1.4613 0.0596 -0.216
H -2.7658 -1.2964 -0.7022 0.216
H -0.1732 -1.9198 1.0523 0.243
H -0.7167 -2.1995 -0.6510 0.255
H -3.0602 0.3620 -0.0733 0.218
H -2.8587 -1.0032 1.0756 0.219
H 2.2730 1.9267 0.7009 0.501
```

**Spin multiplicity**: 7
**Calculated total energy**: -1494.27172 Eh
**M**: 145.0 g/mol
**Frontier orbital gap (alpha / beta)**: 0.31754 / 0.33337 Ha
**Charge**: +1
**HOMO (alpha / beta)**: -13.038 / -15.160 eV


# 11
The following is a DFT calculation (the ωB97M-V functional and the def2-TZVPD basis) of the ion C3H6N with charge +1.

Structure (XYZ):
```
10
Properties=species:S:1:pos:R:3:nbo_charge:R:1
N 0.5988 -0.6386 0.1917 -0.440
C 1.0082 0.2306 -0.9933 -0.128
C -0.6504 -0.5077 0.5969 0.090
C -1.2103 0.7286 0.4074 -0.191
H -1.0515 1.1785 -0.5975 0.261
H -1.1766 -1.3527 1.0370 0.259
H 1.8222 0.8686 -0.6439 0.229
H 1.0712 -1.4179 0.6582 0.444
H -1.7071 1.3801 1.1183 0.273
H 1.2954 -0.4694 -1.7749 0.203
```

**Calculated total energy**: -172.17761 Eh
**M**: 56.1 g/mol
**Frontier orbital gap**: 0.23180 Ha
**Charge**: +1
**HOMO**: -14.228 eV
**SMILES**: C=C[NH+]=C


# 12
The following is a DFT calculation (the ωB97M-V functional and the def2-TZVPD basis) of a structure of composition C3H6N.

Structure (XYZ):
```
10
Properties=species:S:1:pos:R:3:nbo_charge:R:1
N -0.3749 0.8111 0.0159 -0.367
C 0.1723 -0.4564 -0.5839 -0.090
C 1.2871 0.0737 0.2900 -0.027
C -1.0671 -0.3961 0.2193 -0.217
H -1.1003 -0.7459 1.2275 0.232
H 0.1997 -0.8618 -1.5187 0.268
H -1.9772 -0.6718 -0.2580 0.259
H 1.9256 0.8666 -0.0908 0.241
H -0.6644 1.4718 -0.5943 0.425
H 1.4937 -0.0084 1.4253 0.277
```

**Calculated total energy**: -172.26029 Eh
**M**: 56.1 g/mol
**Frontier orbital gap**: 0.43600 Ha
**Charge**: +1
**HOMO**: -17.101 eV


# 13
The following is a DFT calculation (the ωB97M-V functional and the def2-TZVPD basis) of a cluster of 2 separate species, C3H6N in total.

Structure (XYZ):
```
10
Properties=species:S:1:pos:R:3:nbo_charge:R:1
N -0.0546 0.0003 0.5614 0.059
C -0.3087 0.9136 -0.1355 0.192
C 0.9528 -2.4436 -0.2301 -0.506
C -0.9215 2.1874 -0.0529 0.272
H 0.5883 -3.1975 -0.9568 0.324
H -0.9967 2.8377 -0.9341 0.300
H 0.5165 -1.3901 -0.6843 0.459
H -1.3516 2.5211 0.9033 0.316
H 2.0325 -2.2158 -0.2601 0.320
H 0.4868 -2.5279 0.7456 0.263
```

**Spin multiplicity**: 2
**Calculated total energy**: -171.59400 Eh
**M**: 56.1 g/mol
**Frontier orbital gap (alpha / beta)**: 0.33560 / 0.31366 Ha
**Charge**: +2
**HOMO (alpha / beta)**: -23.896 / -24.455 eV


# 14
The following is a DFT calculation (the ωB97M-V functional and the def2-TZVPD basis) of the molecule C3H6N2.

Structure (XYZ):
```
11
Properties=species:S:1:pos:R:3:nbo_charge:R:1
N 1.8833 1.6690 1.9489 -0.303
N 0.1420 0.3521 -0.6858 -0.591
C 0.5436 -0.1396 0.5840 -0.309
C 1.3211 0.8610 1.3383 0.267
C -0.9047 -0.4998 -1.1161 -0.382
H 1.1127 -1.0731 0.4895 0.230
H -0.1064 1.3347 -0.6772 0.378
H -1.4596 -0.0391 -1.9528 0.220
H -0.5952 -0.5870 1.0134 0.173
H -1.4596 -0.7837 0.0018 0.122
H -0.5267 -1.4873 -1.4020 0.194
```

**Calculated total energy**: -227.33925 Eh
**M**: 70.1 g/mol
**Frontier orbital gap**: 0.39454 Ha
**HOMO**: -9.929 eV
**SMILES**: CNCC#N


# 15
The following is a DFT calculation (the ωB97M-V functional and the def2-TZVPD basis) of a structure of composition C3H6N2.

Structure (XYZ):
```
11
Properties=species:S:1:pos:R:3:nbo_charge:R:1
N -0.6581 0.8128 0.5203 -0.296
N -0.4263 -0.5481 0.7869 -0.296
C 0.5862 -0.5874 -1.4917 -0.723
C -0.7195 1.4682 1.6634 -0.070
C 0.1971 -1.1383 -0.1720 0.076
H -0.9290 2.5270 1.5808 0.181
H -0.5525 0.9898 2.7031 0.182
H -0.2810 0.3300 -1.7640 0.277
H 0.5703 -1.6446 -2.3266 0.232
H 0.4030 -2.1816 -0.0002 0.184
H 1.8097 -0.0277 -1.5002 0.254
```

**Calculated total energy**: -227.27687 Eh
**M**: 70.1 g/mol
**Frontier orbital gap**: 0.37154 Ha
**HOMO**: -9.464 eV


# 16
The following is a DFT calculation (the ωB97M-V functional and the def2-TZVPD basis) of the molecule C3H6N2.

Structure (XYZ):
```
11
Properties=species:S:1:pos:R:3:nbo_charge:R:1
N -0.0616 -0.0994 -0.3668 -0.422
N 2.3203 0.8718 0.0246 -0.251
C 1.6093 -0.0115 -0.3307 0.100
C -0.9103 1.0563 -0.1399 -0.417
C -0.2681 -1.3248 0.1902 -0.191
H -1.9701 0.8060 -0.2058 0.216
H -0.6983 1.8202 -0.8864 0.213
H 1.7413 -1.2332 -0.2805 0.217
H 0.1755 -1.5204 1.1616 0.164
H -0.7306 1.4607 0.8610 0.194
H -1.2073 -1.8257 -0.0273 0.176
```

**Calculated total energy**: -227.21962 Eh
**M**: 70.1 g/mol
**Frontier orbital gap (alpha / beta)**: 0.34254 / 0.23459 Ha
**HOMO (alpha / beta)**: -9.636 / -7.925 eV


# 17
The following is a DFT calculation (the ωB97M-V functional and the def2-TZVPD basis) of the molecule C3H6N2.

Structure (XYZ):
```
11
Properties=species:S:1:pos:R:3:nbo_charge:R:1
N -1.5987 -0.7088 -0.0304 -0.834
N -0.4989 1.3844 0.0189 -0.711
C 0.8519 -0.6385 -0.0555 -0.282
C 2.0097 0.0048 0.0095 -0.306
C -0.4584 0.0847 -0.0317 0.407
H -1.4648 1.6777 -0.0018 0.323
H -1.5895 -1.7438 0.1937 0.395
H -2.5100 -0.2948 0.1547 0.389
H 2.9833 -0.4585 0.1531 0.201
H 0.8761 -1.7088 0.0451 0.199
H 1.9686 1.0929 0.0027 0.220
```

**Calculated total energy**: -227.39131 Eh
**M**: 70.1 g/mol
**Frontier orbital gap**: 0.36751 Ha
**HOMO**: -9.035 eV
**SMILES**: [H]/N=C(\N)C=C


# 18
The following is a DFT calculation (the ωB97M-V functional and the def2-TZVPD basis) of the molecule C3H6N2O.

Structure (XYZ):
```
12
Properties=species:S:1:pos:R:3:nbo_charge:R:1
O 3.0984 -1.6612 -0.9696 -0.569
N -0.8057 0.5017 -0.1656 -0.595
N 1.1229 -0.5616 -0.6016 -0.669
C -1.8736 0.9771 0.6982 -0.403
C 0.2330 -0.1403 0.3456 0.186
C 2.2568 -1.2569 -0.2050 0.553
H 2.2745 -1.3869 0.8887 0.136
H -2.2333 1.9547 0.3642 0.197
H -1.4612 1.0649 1.7037 0.228
H -0.9419 0.6445 -1.1673 0.362
H 1.0445 -0.4112 -1.6098 0.378
H -2.7145 0.2750 0.7184 0.195
```

**Calculated total energy**: -302.62495 Eh
**M**: 86.1 g/mol
**Frontier orbital gap**: 0.37205 Ha
**HOMO**: -9.164 eV


# 19
The following is a DFT calculation (the ωB97M-V functional and the def2-TZVPD basis) of a structure of composition C3H6N2O.

Structure (XYZ):
```
12
Properties=species:S:1:pos:R:3:nbo_charge:R:1
O 0.7309 -0.1040 -1.4062 -0.500
N -1.5121 -0.8708 -0.9947 -0.708
N -0.3436 -0.3953 1.5701 -0.839
C 1.2319 0.7732 -0.3521 -0.073
C -0.4982 -0.1591 -0.8017 0.560
C -0.0826 0.5498 0.4653 -0.155
H -1.3257 -0.6433 1.4435 0.381
H -0.5579 1.4852 0.7747 0.217
H -1.3303 -1.6151 -1.6595 0.357
H 1.3385 1.7761 -0.8024 0.192
H 2.2005 0.4704 0.0474 0.196
H 0.1486 -1.2671 1.7156 0.374
```

**Calculated total energy**: -302.60072 Eh
**M**: 86.1 g/mol
**Frontier orbital gap**: 0.38036 Ha
**HOMO**: -9.375 eV


# 20
The following is a DFT calculation (the ωB97M-V functional and the def2-TZVPD basis) of a structure of composition C3H6N2O.

Structure (XYZ):
```
12
Properties=species:S:1:pos:R:3:nbo_charge:R:1
O -0.3973 2.6662 -0.9810 -0.440
N -0.4168 2.0774 0.6754 -0.202
N -0.2858 0.2778 -1.0606 -0.608
C -0.3345 1.4791 -0.4597 0.607
C 0.0653 -0.8579 1.1316 -0.629
C 0.2721 -0.9056 -0.3841 -0.206
H 0.3108 0.1369 1.5352 0.230
H -0.2125 -1.7964 -0.8061 0.203
H -0.1633 0.3283 -2.0706 0.412
H 0.7646 -1.5431 1.6154 0.224
H 1.3493 -0.9813 -0.6035 0.189
H -0.9593 -1.1180 1.4280 0.220
```

**Calculated total energy**: -302.54864 Eh
**M**: 86.1 g/mol
**Frontier orbital gap**: 0.35349 Ha
**HOMO**: -9.313 eV


Which energy above the lowest of the compared OMol25 structures with the same formula, charge and spin belongs to each record? In order, 0.522; 0.611; 5.635; 1.110; 3.441; 2.739; 3.356; 5.308; 0.594; 0.371; 4.925; 2.675; 4.911; 2.329; 4.026; 5.584; 0.912; 1.855; 2.514; 3.931 eV.